Density functional theory data (the ωB97M-V functional and the def2-TZVPD basis) for 4 unconnected molecules or ions with the total composition CH8O4.

Each line ends with the Löwdin charge.
CARTESIAN COORDINATES (ANGSTROEM)
O (0.821, 2.341, 0.439)  -0.04
C (1.134, 1.733, -0.566)  -0.09
H (0.471, 1.874, -1.431)  0.10
H (2.065, 1.156, -0.549)  0.09
H (-1.779, -1.557, -0.841)  0.03
H (-1.025, -0.427, -0.100)  -0.01
O (-1.197, -0.826, -0.965)  -0.06
H (-0.560, 1.261, 1.508)  0.01
H (-1.227, 0.235, 2.424)  0.05
O (-1.199, 0.547, 1.522)  -0.04
H (0.271, -2.275, -0.394)  0.00
H (1.673, -2.947, -0.275)  0.02
O (0.770, -3.097, -0.537)  -0.06

Cartesian forces (eV/Å) of the 3 atoms listed first:
0.2 -0.5 -0.2
-0.6 1.3 1.1
0.4 -0.6 -0.4

Properties
Gap between HOMO and LUMO (eV): 11.092
Highest occupied orbital energy (eV): -10.8
Net charge: 0
Spin multiplicity: 1
Energy above the lowest of the compared OMol25 structures with the same formula, charge and spin (eV): 0.312



Density functional theory data (the ωB97M-V functional and the def2-TZVPD basis) for 4 unconnected molecules or ions with the total composition CH8O5.

Each line ends with the Löwdin charge.
CARTESIAN COORDINATES (ANGSTROEM)
O (1.496, 2.542, 2.108)  0.11
C (0.387, 2.305, 1.769)  -0.38
O (0.107, 1.946, 0.488)  0.06
H (-0.487, 2.658, 2.330)  0.14
H (-0.641, 1.365, 0.399)  0.08
H (-1.239, 1.059, -3.198)  0.05
H (-1.189, 0.916, -1.716)  0.00
O (-1.784, 1.199, -2.408)  -0.05
H (-1.871, -2.742, 0.762)  0.01
H (-2.304, -2.402, -0.693)  0.05
O (-1.701, -2.943, -0.147)  -0.06
H (2.727, -1.311, 0.379)  0.05
H (3.046, -2.626, -0.314)  0.02
O (3.452, -1.966, 0.243)  -0.07

Cartesian forces (eV/Å) of the 3 atoms listed first:
0.4 -0.4 0.3
-0.2 1.5 -0.7
0.9 -0.4 -0.2

Properties
Gap between HOMO and LUMO (eV): 11.098
Highest occupied orbital energy (eV): -11.3
Net charge: 0
Spin multiplicity: 1
Energy above the lowest of the compared OMol25 structures with the same formula, charge and spin (eV): 1.385



Density functional theory data (the ωB97M-V functional and the def2-TZVPD basis) for 4 unconnected molecules or ions with the total composition CH8O5.

Each line ends with the Löwdin charge.
CARTESIAN COORDINATES (ANGSTROEM)
O (-1.855, -0.522, -0.965)  0.05
C (-1.271, -1.435, -1.485)  -0.37
O (0.035, -1.669, -1.335)  0.05
H (-1.776, -2.161, -2.126)  0.14
H (0.222, -1.335, -0.415)  0.05
H (0.716, 0.014, 1.478)  0.04
H (1.061, -1.507, 1.496)  0.07
O (0.435, -0.862, 1.161)  -0.03
H (1.412, 2.100, 2.069)  0.05
H (0.282, 2.087, 1.113)  0.01
O (0.447, 2.022, 2.064)  -0.06
H (0.786, 0.934, -1.392)  0.06
H (-0.653, 0.913, -0.831)  0.00
O (0.160, 1.422, -0.831)  -0.05

Cartesian forces (eV/Å) of the 3 atoms listed first:
-0.3 0.1 0.0
0.1 0.0 -0.1
-0.6 -0.4 0.3

Properties
Gap between HOMO and LUMO (eV): 11.417
Highest occupied orbital energy (eV): -11.0
Net charge: 0
Spin multiplicity: 1
Energy above the lowest of the compared OMol25 structures with the same formula, charge and spin (eV): 0.154



Density functional theory data (the ωB97M-V functional and the def2-TZVPD basis) for 2 unconnected molecules or ions with the total composition CH9N2O.

Each line ends with the Löwdin charge.
CARTESIAN COORDINATES (ANGSTROEM)
O (-0.278, 0.828, -2.353)  -0.04
H (-1.065, 0.935, -2.910)  0.08
H (-0.950, -1.099, -0.361)  0.15
H (0.301, 1.418, -2.851)  0.08
N (-0.904, -0.208, 0.135)  0.18
C (0.304, 0.082, 1.212)  -0.18
N (1.220, -0.935, 1.069)  0.02
H (-1.744, -0.030, 0.671)  0.14
H (-0.589, 0.423, -0.625)  0.08
H (-0.284, 0.093, 2.152)  0.13
H (0.755, 1.069, 1.044)  0.14
H (2.190, -0.752, 1.297)  0.11
H (1.044, -1.825, 1.520)  0.10

Cartesian forces (eV/Å) of the 3 atoms listed first:
-0.4 0.5 -0.7
-0.3 -0.4 0.4
0.4 -0.4 0.8

Properties
Gap between HOMO and LUMO (eV): 11.341
Highest occupied orbital energy (eV): -14.5
Net charge: +1
Spin multiplicity: 1
Energy above the lowest of the compared OMol25 structures with the same formula, charge and spin (eV): 0.687